i.
Here is a 3-piece molecular cluster, C3H10NO4 overall from the Open Molecules 2025 dataset. Energies are from ωB97M-V/def2-TZVPD.

Results
frontier orbital gap = 8.9 eV
lowest unoccupied orbital energy = 3.99 eV
net charge = -1
HOMO level = -4.86 eV

Each line ends with the Mulliken charge.
Atoms and positions in Å:
O1 -1.212 0.718 -0.673  -0.773
C1 -0.021 0.658 -0.269  0.359
O2 0.630 1.534 0.336  -0.860
C2 0.665 -0.731 -0.562  0.455
C3 -0.121 -1.864 0.084  -1.387
N1 2.056 -0.756 -0.022  -0.796
H1 0.725 -0.818 -1.649  0.297
H2 -1.163 -1.613 0.275  0.319
H3 -0.128 -2.770 -0.526  0.288
H4 0.361 -2.120 1.030  0.396
H5 2.695 -0.608 -0.790  0.251
H6 2.148 0.051 0.570  0.317
H7 1.556 3.064 2.564  0.277
H8 0.844 1.846 2.141  0.471
O3 0.975 2.387 2.957  -0.701
H9 -4.039 0.352 -1.457  0.269
H10 -2.561 0.496 -1.815  0.506
O4 -3.410 0.176 -2.193  -0.688

=====

ii.
Here is a 3-piece molecular cluster, C3H10NO4 overall from the Open Molecules 2025 dataset. Energies are from ωB97M-V/def2-TZVPD.

Results
frontier orbital gap = 8.1 eV
lowest unoccupied orbital energy = 3.87 eV
net charge = -1
HOMO level = -4.25 eV

Each line ends with the Mulliken charge.
Atoms and positions in Å:
O1 3.622 1.576 0.409  -0.520
C1 2.682 0.865 0.122  0.062
C2 1.297 1.086 0.674  -0.234
N1 0.429 1.328 -0.470  -0.479
C3 0.036 0.140 -1.225  -0.430
O2 -0.994 -0.562 -0.668  -0.902
H1 2.812 0.088 -0.652  0.277
H2 1.382 2.034 1.206  0.251
H3 0.829 0.347 1.333  0.258
H4 -0.407 1.796 -0.153  0.256
H5 0.962 -0.416 -1.467  0.190
H6 -0.295 0.481 -2.215  0.291
H7 -1.056 -0.692 0.831  0.439
H8 -2.022 -0.984 2.025  0.259
O3 -1.141 -0.632 1.869  -0.762
H9 -2.631 -2.649 0.038  0.248
H10 -2.408 -1.572 -0.959  0.495
O4 -3.097 -2.234 -0.697  -0.700

=====

How far above the most stable structure does each one sit? In eV: i 0.000; ii 2.020.

=====

i.
Here is one molecule with the formula C8H8O3 from the Open Molecules 2025 dataset. Energies are from ωB97M-V/def2-TZVPD.

Results
frontier orbital gap = 8.3 eV
lowest unoccupied orbital energy = 0.57 eV
HOMO level = -7.73 eV
SMILES = COc1ccc(O)cc1C=O

Each line ends with the Mulliken charge.
Atoms and positions in Å:
C1 2.688 -1.443 -0.083  -0.924
C2 0.658 -0.168 -0.005  0.494
C3 -0.242 -1.288 -0.164  -0.278
C4 -1.593 -1.177 -0.234  -0.857
C5 -2.153 0.129 -0.080  1.203
C6 -1.352 1.215 0.111  -0.693
C7 -0.071 1.084 0.226  0.136
C8 0.948 2.330 0.324  -0.272
H1 2.472 -2.286 0.908  0.230
H2 3.506 -1.284 -0.294  0.505
H3 2.315 -1.781 -1.130  0.336
H4 0.164 -2.233 -0.179  0.449
H5 -2.396 -2.070 -0.209  0.233
H6 -3.997 1.205 0.011  0.353
H7 -1.859 2.125 0.293  0.269
H8 1.521 2.642 1.187  0.375
O1 1.920 -0.174 0.053  -0.440
O2 -3.572 0.075 -0.069  -0.649
O3 1.041 3.098 -0.666  -0.471

=====

ii.
Here is C8H8O3 as an isolated structure from the Open Molecules 2025 dataset. Energies are from ωB97M-V/def2-TZVPD.

Results
frontier orbital gap = 10.4 eV
lowest unoccupied orbital energy = 0.54 eV
HOMO level = -9.82 eV

Each line ends with the Mulliken charge.
Atoms and positions in Å:
C1 -0.957 -1.386 -0.153  -0.346
C2 -0.777 -1.746 -1.592  0.863
C3 -0.268 -0.146 0.305  0.073
C4 -0.704 1.041 0.133  0.040
C5 0.028 2.277 0.505  -0.583
C6 1.324 2.059 0.990  -0.087
C7 1.765 0.785 1.140  -0.434
C8 1.039 -0.271 0.885  -0.226
H1 -2.780 -1.493 -0.872  0.352
H2 -0.881 -2.168 0.621  0.350
H3 1.222 -1.528 -1.238  0.392
H4 -1.862 1.456 -0.407  0.126
H5 0.012 3.382 0.167  0.248
H6 2.007 3.262 1.218  0.131
H7 2.890 0.702 1.626  0.163
H8 1.342 -1.311 1.031  0.539
O1 -2.411 -1.252 -0.002  -0.594
O2 0.631 -1.861 -1.975  -0.527
O3 -1.620 -1.803 -2.380  -0.481

=====

iii.
Here is one molecule with the formula C8H8O3 from the Open Molecules 2025 dataset. Energies are from ωB97M-V/def2-TZVPD.

Results
frontier orbital gap = 9.9 eV
lowest unoccupied orbital energy = 0.49 eV
HOMO level = -9.36 eV
SMILES = COc1ccccc1C(=O)O

Each line ends with the Mulliken charge.
Atoms and positions in Å:
C1 -0.458 1.293 -2.245  -0.633
C2 0.240 -0.354 -0.548  0.604
C3 0.200 -1.744 -0.669  -0.582
C4 0.256 -2.609 0.361  -0.345
C5 0.188 -2.041 1.583  -0.558
C6 -0.103 -0.675 1.688  -0.459
C7 0.100 0.178 0.695  0.399
C8 0.202 1.658 1.170  0.443
H1 -1.120 1.862 -1.350  0.216
H2 0.045 2.005 -2.943  0.244
H3 -1.342 0.472 -2.565  0.246
H4 0.461 -2.024 -1.562  0.558
H5 0.165 -3.636 0.179  0.444
H6 -0.046 -2.612 2.553  0.255
H7 -0.549 -0.163 2.656  0.246
H8 0.515 3.415 0.355  0.325
O1 0.646 0.400 -1.754  -0.445
O2 0.281 2.559 0.083  -0.406
O3 0.322 2.015 2.312  -0.552

=====

How far above the most stable structure does each one sit? In eV: i 2.981; ii 0.862; iii 0.000.

=====

i.
Here is a 9-piece molecular cluster, C6H30O9 overall from the Open Molecules 2025 dataset. Energies are from ωB97M-V/def2-TZVPD.

Results
frontier orbital gap = 9.7 eV
lowest unoccupied orbital energy = 0.05 eV
HOMO level = -9.63 eV
SMILES = CC(C)O.CC(C)O.O.O.O.O.O.O.O

Each line ends with the Mulliken charge.
Atoms and positions in Å:
O1 2.728 -3.009 -0.405  -0.641
H1 2.320 -3.465 0.331  0.308
H2 2.255 -2.179 -0.466  0.327
O2 0.048 -0.178 -0.362  -0.622
H3 -0.748 -0.645 -0.109  0.308
H4 0.111 0.545 0.261  0.319
O3 -4.094 3.129 1.238  -0.648
H5 -4.927 2.733 0.982  0.321
H6 -3.588 2.405 1.606  0.308
O4 -1.850 0.404 3.099  -0.609
H7 -1.205 0.830 3.663  0.311
H8 -1.829 -0.516 3.364  0.305
O5 2.595 1.826 2.707  -0.637
H9 2.951 1.929 3.589  0.309
H10 2.543 2.717 2.363  0.324
O6 -1.965 -3.415 2.482  -0.618
H11 -2.532 -3.529 3.244  0.314
H12 -2.366 -3.955 1.801  0.311
O7 2.361 -1.178 -5.121  -0.633
H13 1.766 -1.730 -5.629  0.316
H14 2.091 -1.308 -4.212  0.316
C1 -6.530 0.954 -2.345  -1.237
C2 -6.989 0.153 -1.156  0.543
C3 -5.952 -0.712 -0.478  -1.237
O8 -7.410 1.049 -0.187  -0.546
H15 -5.741 1.640 -2.036  0.288
H16 -7.309 1.619 -2.717  0.367
H17 -6.186 0.286 -3.135  0.330
H18 -7.847 -0.444 -1.466  0.226
H19 -5.023 -0.161 -0.333  0.256
H20 -5.880 -1.660 -1.011  0.368
H21 -6.262 -1.050 0.511  0.340
H22 -8.154 1.557 -0.518  0.309
C4 8.181 0.734 0.538  -1.324
C5 6.721 0.373 0.393  0.812
C6 5.987 0.657 -0.862  -1.453
O9 6.589 -0.984 0.751  -0.553
H23 8.355 1.797 0.372  0.353
H24 8.789 0.148 -0.152  0.331
H25 8.585 0.495 1.521  0.326
H26 6.140 0.959 1.105  0.087
H27 6.106 1.721 -1.069  0.323
H28 4.911 0.488 -0.852  0.423
H29 6.523 0.145 -1.662  0.373
H30 5.732 -1.173 0.363  0.307

=====

ii.
Here is a 10-piece molecular cluster, C6H30O9 overall from the Open Molecules 2025 dataset. Energies are from ωB97M-V/def2-TZVPD.

Results
frontier orbital gap = 10.0 eV
lowest unoccupied orbital energy = 0.10 eV
HOMO level = -9.89 eV
SMILES = C=CCCCC.O.O.O.O.O.O.O.O.O

Each line ends with the Mulliken charge.
Atoms and positions in Å:
C1 3.313 1.706 2.101  -1.127
C2 3.566 0.901 0.823  0.023
C3 3.546 1.783 -0.422  -0.929
C4 2.141 1.880 -1.057  -0.584
C5 0.709 -0.180 -1.445  -0.140
C6 1.703 0.643 -1.740  -0.080
H1 2.252 1.653 2.400  0.175
H2 3.405 2.799 2.077  0.349
H3 3.827 1.441 3.026  0.389
H4 4.534 0.428 1.027  0.301
H5 2.933 0.012 0.800  -0.044
H6 4.175 1.370 -1.221  0.390
H7 4.054 2.692 -0.125  0.457
H8 2.240 2.717 -1.747  0.376
H9 1.456 2.206 -0.266  0.167
H10 0.052 -0.232 -0.580  -0.146
H11 0.368 -0.913 -2.171  0.096
H12 2.168 0.448 -2.705  0.341
H13 -3.242 -1.435 2.479  0.328
H14 -3.576 -0.059 3.190  0.309
O1 -3.893 -0.745 2.631  -0.725
H15 -0.998 -3.076 -1.295  0.347
H16 -1.248 -3.618 -2.752  0.277
O2 -0.986 -2.844 -2.244  -0.589
H17 -1.769 -1.870 0.135  0.608
H18 -1.438 -3.313 0.833  0.242
O3 -1.084 -2.501 0.462  -0.800
H19 -1.363 0.766 2.531  0.384
H20 -0.507 -0.393 3.051  0.368
O4 -1.286 0.132 3.270  -0.647
H21 -2.085 -1.591 -3.621  0.320
H22 -1.158 -0.704 -4.303  0.317
O5 -2.011 -0.651 -3.856  -0.679
H23 -1.269 2.099 0.821  0.310
H24 -2.103 1.202 -0.012  0.271
O6 -1.986 1.458 0.924  -0.617
H25 0.093 -1.838 1.644  0.439
H26 1.350 -0.968 1.316  0.250
O7 0.874 -1.395 2.033  -0.730
H27 -2.909 1.015 -2.443  0.237
H28 -1.713 0.153 -2.236  0.461
O8 -2.231 0.843 -1.776  -0.747
H29 -3.580 -0.657 0.923  0.483
H30 -3.053 -0.319 -0.545  0.368
O9 -3.278 -1.044 0.067  -0.799

=====

How far above the most stable structure does each one sit? In eV: i 0.851; ii 0.000.

=====

i.
Here is one molecule with the formula C3H6NP from the Open Molecules 2025 dataset. Energies are from ωB97M-V/def2-TZVPD.

Results
frontier orbital gap = 8.2 eV
lowest unoccupied orbital energy = -0.08 eV
HOMO level = -8.24 eV
SMILES = C=CN=[PH]=C

Each line ends with the Mulliken charge.
Atoms and positions in Å:
C1 -1.256 -0.821 -0.192  0.052
C2 -1.777 0.292 0.238  -0.734
C3 1.604 0.933 -0.093  -0.662
N1 -0.060 -1.366 0.165  -0.464
P1 1.318 -0.665 0.061  0.277
H1 -1.916 -1.500 -0.691  0.313
H2 -2.719 0.492 -0.075  0.282
H3 -1.267 1.104 0.847  0.230
H4 2.644 1.221 -0.496  0.252
H5 0.974 1.664 -0.555  0.325
H6 2.455 -1.353 0.790  0.128

=====

ii.
Here is one molecule with the formula C3H6NP from the Open Molecules 2025 dataset. Energies are from ωB97M-V/def2-TZVPD.

Results
frontier orbital gap = 8.0 eV
lowest unoccupied orbital energy = -0.82 eV
HOMO level = -8.81 eV
SMILES = [H]/P=N/C(=C)C

Each line ends with the Mulliken charge.
Atoms and positions in Å:
C1 -0.193 1.465 -0.132  -0.804
C2 -0.090 0.125 -0.106  0.726
C3 -1.300 -0.800 0.122  -0.931
N1 1.048 -0.609 -0.106  -0.256
P1 2.420 0.050 0.129  -0.027
H1 0.825 1.922 -0.220  0.174
H2 -1.188 2.074 -0.024  0.237
H3 -2.136 -0.287 0.716  0.278
H4 -1.659 -1.110 -0.851  0.237
H5 -0.956 -1.781 0.550  0.310
H6 3.228 -1.049 -0.080  0.056

=====

How far above the most stable structure does each one sit? In eV: i 1.057; ii 0.000.

=====

i.
Here is an isolated ion of composition C3H7IN and charge +1 from the Open Molecules 2025 dataset. Energies are from ωB97M-V/def2-TZVPD.

Results
frontier orbital gap = 10.0 eV
lowest unoccupied orbital energy = -4.02 eV
net charge = +1
HOMO level = -14.03 eV
SMILES = C[N@H+]1C[C@@H]1I

Each line ends with the Mulliken charge.
Atoms and positions in Å:
C1 0.450 -0.627 1.046  -0.351
C2 0.093 -1.074 -0.574  -0.461
C3 -0.675 1.316 -0.030  -0.813
N1 0.350 0.338 -0.125  -0.012
I1 1.373 -1.853 -2.063  0.244
H1 -0.477 -0.868 1.731  0.302
H2 1.405 -0.892 1.250  0.354
H3 -1.025 -1.360 -0.610  0.358
H4 -1.577 0.679 -0.265  0.276
H5 -0.528 1.697 0.998  0.353
H6 -0.600 1.974 -0.912  0.366
H7 1.211 0.671 -0.445  0.384

=====

ii.
Here is a 2-piece molecular cluster, C3H7IN overall from the Open Molecules 2025 dataset. Energies are from ωB97M-V/def2-TZVPD.

Results
frontier orbital gap (spin up / spin down) = 8.5 / 9.4 eV
lowest unoccupied orbital energy (spin up / spin down) = -5.92 / -4.16 eV
net charge = +1
HOMO level (spin up / spin down) = -14.45 / -13.56 eV

Each line ends with the Mulliken charge.
Atoms and positions in Å:
C1 -0.152 -1.300 0.291  -0.145
C2 -1.166 -0.255 0.304  -0.464
C3 0.947 1.036 -0.473  -0.777
N1 -0.049 0.003 -0.564  0.107
I1 -3.118 0.254 -0.014  0.334
H1 0.475 -1.464 1.109  0.290
H2 0.026 -2.091 -0.479  0.256
H3 -0.544 0.001 2.765  0.077
H4 1.956 0.572 -0.480  0.351
H5 1.044 1.776 -1.363  0.308
H6 0.779 1.756 0.411  0.292
H7 -0.199 -0.288 -1.508  0.371

=====

How far above the most stable structure does each one sit? In eV: i 0.000; ii 3.937.